1.
Computed, not measured: one molecule with the formula C16H17N5O2S2 at a distorted geometry, with ωB97M-V/def2-TZVPD.

* maximum force: 1.29 eV/Å
* LUMO level: 0.3 eV
* electronic energy: -1840.54714 hartree
* highest occupied orbital energy: -7.7543 eV
* energy above the lowest of the compared OMol25 structures with the same formula, charge and spin: 25.4 kJ/mol
* SMILES: COC(=O)CSc1nnc(CNc2nc(-c3ccccc3)cs2)n1C

Atoms and positions in Å:
C (-2.6713, -3.1989, 0.4719)
O (-3.7392, -2.3922, 0.9556)
C (-3.4620, -1.6192, 1.9967)
O (-2.4500, -1.6546, 2.6421)
C (-4.6489, -0.7196, 2.3084)
S (-4.0484, 0.9118, 2.8185)
C (-2.9201, 1.1398, 1.5238)
N (-2.7665, 0.3392, 0.5035)
N (-1.7844, 0.8426, -0.2571)
C (-1.3522, 1.9389, 0.2937)
C (-0.2467, 2.7948, -0.2188)
N (0.9437, 2.7285, 0.6067)
C (1.8389, 1.7289, 0.4031)
N (1.9380, 1.0245, -0.6600)
C (2.9945, 0.1544, -0.6122)
C (3.2323, -0.7273, -1.7478)
C (4.4450, -1.3916, -1.9231)
C (4.6340, -2.2206, -3.0124)
C (3.6206, -2.3982, -3.9403)
C (2.4133, -1.7391, -3.7742)
C (2.2182, -0.9086, -2.6879)
C (3.7179, 0.2100, 0.5417)
S (3.0694, 1.3851, 1.6304)
N (-2.0516, 2.1878, 1.4515)
C (-1.9130, 3.2555, 2.3991)
H (-1.9415, -2.5618, -0.0311)
H (-2.1861, -3.7239, 1.2969)
H (-3.1132, -3.9019, -0.2292)
H (-5.2874, -0.6198, 1.4327)
H (-5.2128, -1.1112, 3.1552)
H (0.0264, 2.4334, -1.2107)
H (-0.5676, 3.8403, -0.2791)
H (0.8544, 3.0434, 1.5615)
H (5.2458, -1.2497, -1.2129)
H (5.5787, -2.7291, -3.1412)
H (3.7737, -3.0463, -4.7908)
H (1.6207, -1.8742, -4.4957)
H (1.2817, -0.3927, -2.5442)
H (4.5695, -0.3654, 0.8388)
H (-2.8890, 3.4737, 2.8331)
H (-1.2334, 2.9682, 3.2055)
H (-1.5316, 4.1452, 1.8986)

These are the Mulliken partial charges, in e, on atoms 1 to 6: -0.63, -0.32, 0.64, -0.59, -0.42, -0.23

2.
Computed, not measured: C16H17N6ReS3 as an isolated structure, with ωB97M-V/def2-TZVPD.

* total charge: +3
* maximum force: 0.40 eV/Å
* LUMO level (alpha / beta): -11.5 / -11.3 eV
* electronic energy: -2220.34156 hartree
* highest occupied orbital energy (alpha / beta): -17.2939 / -17.9647 eV
* expectation value of S²: 3.788
* spin multiplicity: 4

Atoms and positions in Å:
Re (0.3507, 0.2668, 0.1158)
C (4.1943, 3.3939, 1.6275)
N (3.5336, 3.3515, 0.3059)
C (3.5827, 4.3601, -0.6335)
C (2.8580, 3.9600, -1.6953)
N (2.3710, 2.6921, -1.3975)
C (2.7923, 2.3496, -0.1589)
S (2.4658, 0.9172, 0.7608)
C (1.6587, 1.8867, -2.3336)
C (1.9405, 2.0291, -3.6751)
C (1.2203, 1.2907, -4.6003)
C (0.2238, 0.4354, -4.1526)
C (0.0130, 0.3367, -2.7994)
N (0.7264, 1.0357, -1.8796)
H (4.9020, 4.2163, 1.6249)
H (4.7295, 2.4655, 1.8052)
H (3.4527, 3.5542, 2.4063)
H (4.1215, 5.2782, -0.4658)
H (2.6261, 4.4800, -2.6089)
H (2.7285, 2.6942, -3.9983)
H (1.4432, 1.3791, -5.6559)
H (-0.3758, -0.1474, -4.8380)
H (-0.7576, -0.3197, -2.4103)
C (-2.7793, -4.3910, 4.2385)
C (-2.4797, -3.6525, 2.9807)
C (-3.1620, -3.7875, 1.7991)
C (-2.7864, -3.0227, 0.6948)
N (-1.7401, -2.1695, 0.7573)
C (-1.0797, -2.0819, 1.8853)
S (0.3736, -1.1076, 2.0239)
N (-1.4402, -2.7761, 2.9834)
C (-3.5230, -3.1302, -0.5943)
H (-3.8189, -4.7077, 4.2575)
H (-2.5724, -3.7875, 5.1226)
H (-2.1584, -5.2904, 4.2913)
H (-3.9882, -4.4827, 1.7326)
H (-0.9081, -2.6538, 3.8394)
H (-4.5875, -2.9429, -0.4387)
H (-3.4424, -4.1499, -0.9793)
H (-3.1313, -2.4376, -1.3325)
S (-3.7641, 2.2068, 0.7450)
C (-2.4351, 1.5190, 0.4486)
N (-1.3776, 0.9399, 0.2016)

These are the Mulliken partial charges, in e, on atoms 1 to 6: 1.23, -0.81, 0.08, -0.47, -0.36, 0.31

3.
Computed, not measured: C16H18B2N6O2Pd as an isolated structure at a distorted geometry, with ωB97M-V/def2-TZVPD.

* total charge: +2
* maximum force: 3.26 eV/Å
* LUMO level (alpha / beta): -6.7 / -9.3 eV
* electronic energy: -1276.36378 hartree
* highest occupied orbital energy (alpha / beta): -14.7303 / -14.7268 eV
* expectation value of S²: 6.049
* spin multiplicity: 5

Atoms and positions in Å:
H (0.4527, -1.8670, 2.4594)
N (0.3224, -1.9945, 0.4233)
B (0.6462, -2.7628, -1.9812)
N (0.7042, -3.0103, -0.4573)
C (0.9200, -4.1538, 0.2538)
Pd (-1.6123, -0.9696, 0.6630)
H (1.0708, -5.1133, -0.2390)
C (0.8513, -3.8671, 1.6284)
H (0.9409, -4.5532, 2.4990)
C (0.5664, -2.5084, 1.6319)
H (0.7847, -3.7657, -2.5994)
C (0.6345, 2.9334, -0.7831)
H (0.5563, 3.9770, -1.2025)
H (-0.3981, 2.4044, -0.8348)
H (1.4395, 2.1819, -1.1408)
N (1.9392, -1.8716, -2.4000)
N (-0.6758, -2.0449, -2.3807)
N (2.0877, -0.6982, -1.7588)
N (-1.1755, -0.9981, -1.6005)
C (2.9791, -2.0050, -3.2711)
C (-1.6120, -2.3816, -3.3261)
H (3.1294, -2.8750, -3.8825)
H (-1.5297, -3.2704, -3.9341)
C (3.7755, -0.8423, -3.1837)
C (-2.6646, -1.4603, -3.2912)
C (3.1439, -0.0449, -2.2309)
C (-2.2693, -0.5881, -2.2598)
H (4.6860, -0.5604, -3.6880)
H (-3.6020, -1.4353, -3.8514)
H (3.3253, 0.9672, -1.8596)
H (-2.7577, 0.2892, -1.9258)
H (0.9994, 3.2573, 0.1967)
O (-1.3875, 2.4309, 1.0795)
B (-0.7307, 1.0911, 1.1351)
O (-0.0857, 1.2681, 2.4918)
C (-0.9377, 2.0268, 3.2370)
C (-0.8869, 2.3034, 4.5945)
C (-1.3462, 3.5600, 4.9751)
C (-1.9067, 4.4555, 4.0584)
C (-2.1803, 4.0552, 2.7522)
C (-1.6620, 2.8375, 2.3429)
H (-0.4778, 1.5698, 5.2863)
H (-1.2324, 3.8736, 6.0080)
H (-2.1604, 5.4781, 4.3483)
H (-2.6638, 4.6812, 2.0179)

These are the Mulliken partial charges, in e, on atoms 1 to 6: 0.59, -0.27, 0.34, -0.02, -0.15, 0.10

4.
Computed, not measured: one molecule with the formula C16H18BrCl2N3O4S at a distorted geometry, with ωB97M-V/def2-TZVPD.

* maximum force: 4.55 eV/Å
* LUMO level: -0.2 eV
* electronic energy: -4978.22496 hartree
* highest occupied orbital energy: -8.9565 eV
* SMILES: Cc1nn(C)c(C)c1N(CC1OCCO1)S(=O)(=O)c1c(Cl)cc(Br)cc1Cl

Atoms and positions in Å:
C (-3.3681, 1.3956, 1.0884)
C (-2.2809, 0.4424, 1.4384)
N (-2.3954, -0.3723, 2.4677)
N (-1.2006, -1.0342, 2.5639)
C (-0.9109, -1.9357, 3.6665)
C (-0.3394, -0.6537, 1.5691)
C (1.0658, -1.1650, 1.3371)
C (-1.0174, 0.2521, 0.7974)
N (-0.4958, 0.9560, -0.2803)
C (0.0400, 2.2885, -0.0382)
C (1.4954, 2.2272, 0.4131)
O (1.9753, 3.5472, 0.7032)
C (2.7565, 3.9882, -0.4118)
C (2.7528, 2.8602, -1.4336)
O (2.3773, 1.7469, -0.6103)
S (-0.8181, 0.4029, -1.9230)
O (-0.0703, 1.2047, -2.9514)
O (-2.2385, 0.6464, -2.1132)
C (-0.4353, -1.3872, -1.9136)
C (0.8511, -1.8560, -2.2286)
Cl (2.2140, -0.8001, -2.6049)
C (1.0912, -3.2328, -2.3125)
C (0.1382, -4.1731, -1.9293)
Br (0.5215, -6.0296, -1.9544)
C (-1.1127, -3.7206, -1.5493)
C (-1.4155, -2.3305, -1.5628)
Cl (-3.0034, -1.9152, -0.9726)
H (-3.3988, 2.2598, 1.7405)
H (-4.3208, 0.8723, 1.1471)
H (-3.2978, 1.6775, 0.0320)
H (-1.4541, -2.8604, 3.5058)
H (0.1890, -2.1793, 3.7965)
H (-1.2681, -1.5045, 4.5829)
H (1.1030, -2.2364, 1.2444)
H (1.4633, -0.7553, 0.4264)
H (1.6887, -0.8598, 2.1830)
H (0.0130, 2.8591, -0.9788)
H (-0.5591, 2.8502, 0.6785)
H (1.5137, 1.5875, 1.3374)
H (3.7880, 4.2335, -0.1232)
H (2.2687, 4.8398, -0.8750)
H (3.7660, 2.7475, -1.8584)
H (2.0295, 3.0511, -2.2467)
H (2.1141, -3.4897, -2.6102)
H (-1.8150, -4.4452, -1.2373)

These are the Mulliken partial charges, in e, on atoms 1 to 6: -1.38, 0.43, -1.09, 0.77, -1.01, -0.34